1.
DFT (ωB97M-V with the def2-TZVPD basis set) results for a structure of composition C27H46GeN6SSiSm.

Summary:
energy relative to the best compared isomer or geometry (same formula, charge and spin)	0.0	kcal/mol
charge	+1
largest force on an atom	0.02741	Eh/bohr
calculated total energy	-4807.463008	a.u.
2S+1	6
HOMO-LUMO gap (alpha / beta)	6.96 / 7.00	eV

XYZ file:
```
83
C27H46GeN6SSiSm | OMol25 | ωB97M-V with the def2-TZVPD basis set
Sm 0.29502 -0.32168 -0.09199
C 0.10062 -1.85608 -4.52718
C -0.04709 -1.34457 -3.12765
N 0.79176 -0.57947 -2.54081
C 2.05054 -0.18227 -3.14292
C 2.56816 1.06834 -2.44794
N 2.48135 0.93005 -0.98401
C 2.75495 2.17933 -0.25833
C 2.15801 2.11203 1.13569
N 0.70808 1.89033 1.01773
C 0.02609 1.66052 2.30259
C -1.48447 1.45340 2.08924
N -1.84220 0.75033 0.83423
C -2.29594 -0.63830 0.98751
C -3.26280 -0.97356 2.09466
C -2.16450 -1.44580 -0.11891
C -2.65905 -2.80724 -0.17458
C -2.41455 -3.57595 -1.25742
C -1.61799 -3.08752 -2.34395
C -1.15458 -1.81916 -2.25200
N -1.48196 -0.96388 -1.23490
H 0.35216 -1.03735 -5.20153
H -0.81556 -2.32359 -4.87619
H 0.91266 -2.58559 -4.58245
H 1.96955 0.01059 -4.21444
H 2.76195 -1.00414 -3.01311
H 1.94724 1.91967 -2.73128
H 3.58918 1.27668 -2.78062
H 3.14496 0.21735 -0.68209
H 2.28067 2.99485 -0.81015
H 3.82235 2.40752 -0.20101
H 2.39042 3.02444 1.69106
H 2.58722 1.27124 1.68888
H 0.29414 2.70539 0.57439
H 0.16646 2.50188 2.98752
H 0.48660 0.78657 2.76376
H -1.95825 2.43319 2.06757
H -1.88065 0.93790 2.96385
H -2.84309 -1.62934 2.86437
H -4.15359 -1.46683 1.70203
H -3.60493 -0.06679 2.59479
H -3.21095 -3.20395 0.66595
H -2.78710 -4.59218 -1.28952
H -1.33982 -3.73246 -3.16398
C 3.29166 -5.47219 0.20130
Si 2.58234 -5.38227 1.91399
C 3.96130 -5.47395 3.16416
C 1.41516 -6.81831 2.15005
C 1.57068 -3.83327 2.36938
C 0.99627 -3.85489 3.63368
C 0.20516 -2.80605 4.09783
C -0.00220 -1.74910 3.25021
N 0.53744 -1.67534 2.02768
C 1.32720 -2.68106 1.59123
S 2.00398 -2.44538 -0.00983
H 3.79335 -6.43952 0.09778
H 4.01951 -4.68179 0.01592
H 2.51540 -5.40147 -0.56220
H 4.54706 -6.38636 3.02070
H 3.57734 -5.48328 4.18737
H 4.63830 -4.62167 3.06675
H 1.92304 -7.75943 1.92174
H 0.55154 -6.73334 1.48556
H 1.04484 -6.88311 3.17602
H 1.16103 -4.71047 4.28189
H -0.24183 -2.81928 5.08202
H -0.63855 -0.92226 3.54713
C -3.76530 3.87777 -1.82003
Ge -2.24640 3.17972 -0.82893
C -0.81433 2.64672 -2.06410
C -1.66310 4.58487 0.40995
C -2.85268 1.52519 0.05737
H -3.46124 4.73330 -2.42412
H -4.54846 4.20411 -1.13493
H -4.17973 3.11676 -2.48232
H -0.00074 3.37315 -2.11239
H -1.23998 2.54228 -3.06323
H -0.41612 1.66736 -1.79263
H -1.69970 5.53274 -0.12991
H -0.65180 4.47589 0.80688
H -2.35348 4.65522 1.25211
H -3.18744 0.88958 -0.76337
H -3.72938 1.73250 0.68362
```

Atom charges from the Löwdin analysis, given in e for atoms 1 to 2:
1. Sm 1.516
2. C 0.002

---

2.
DFT (ωB97M-V with the def2-TZVPD basis set) results for an isolated molecule of C5H11ClO2Si.

Summary:
energy relative to the best compared isomer or geometry (same formula, charge and spin)	55.7	kcal/mol
largest force on an atom	0.08027	Eh/bohr
calculated total energy	-1097.283967	a.u.
HOMO-LUMO gap	8.18	eV

XYZ file:
```
20
C5H11ClO2Si | OMol25 | ωB97M-V with the def2-TZVPD basis set
C 1.81047 -0.67107 0.66589
C 1.60233 0.57419 1.60489
C 1.94675 1.85144 0.81591
C -2.92771 -0.52285 -1.06374
C -1.66416 -0.30466 -1.87146
O 0.32512 0.58367 2.09323
O -0.48599 -0.69219 -1.19293
Si 0.04416 -1.20918 0.20949
Cl -0.82004 -2.84579 0.92105
H 2.42641 -0.44681 -0.20355
H 2.30693 -1.47690 1.20622
H 2.32793 0.48986 2.44056
H 1.65077 2.71839 1.39942
H 1.39644 1.86679 -0.12224
H 3.01412 1.91096 0.61167
H -3.77663 -0.12123 -1.61139
H -3.09199 -1.58170 -0.88088
H -2.84750 -0.00916 -0.10775
H -1.54275 0.75794 -2.10413
H -1.69467 -0.87168 -2.81026
```

Atom charges from the Löwdin analysis, given in e for atoms 1 to 2:
1. C -0.198
2. C -0.653

---

3.
DFT (ωB97M-V with the def2-TZVPD basis set) results for a cluster of 3 separate species, C5H11N in total.

Summary:
energy relative to the best compared isomer or geometry (same formula, charge and spin)	117.1	kcal/mol
largest force on an atom	0.00528	Eh/bohr
calculated total energy	-251.675910	a.u.
HOMO-LUMO gap	8.62	eV

XYZ file:
```
17
C5H11N | OMol25 | ωB97M-V with the def2-TZVPD basis set
C 2.29763 -0.76269 0.05023
C 1.22741 -0.05838 -0.78353
C 0.00178 0.23837 0.01310
C -0.57421 1.33174 0.83449
N -1.22897 0.66380 -0.27813
C -2.42423 0.08344 -0.40941
H 2.58734 -0.15467 0.91405
H 1.92475 -1.72115 0.42503
H 3.19396 -0.94792 -0.55041
H 1.64286 0.86961 -1.20496
H 0.93965 -0.69192 -1.63123
H -0.79238 -1.14881 0.73350
H -0.37129 2.39351 0.67402
H -0.93602 1.07245 1.83510
H -1.64228 -1.25253 0.69870
H -2.56454 -0.55570 -1.27641
H -3.28147 0.64083 -0.04413
```

Atom charges from the Löwdin analysis, given in e for atoms 1 to 2:
1. C -0.112
2. C -0.216

---

4.
DFT (ωB97M-V with the def2-TZVPD basis set) results for an isolated molecule of C23H34O5.

Summary:
SMILES	CC[C@H](C)C(=O)O[C@H]1CCC=C2C=C[C@H](C)[C@H](CC[C@H]3C[C@H](O)CC(=O)O3)[C@H]21
energy relative to the best compared isomer or geometry (same formula, charge and spin)	1.7	kcal/mol
largest force on an atom	0.01954	Eh/bohr
calculated total energy	-1273.046645	a.u.
HOMO-LUMO gap	9.06	eV

XYZ file:
```
62
C23H34O5 | OMol25 | ωB97M-V with the def2-TZVPD basis set
C -0.41696 -4.65515 0.26305
C -1.45916 -3.83169 -0.48480
C -0.91112 -2.50199 -1.02954
C -0.49995 -1.62831 0.13808
O -1.21586 -1.39668 1.08488
O 0.72306 -1.12001 0.00356
C 1.21312 -0.31086 1.07721
C 1.75025 -1.20881 2.19471
C 2.82524 -2.13965 1.64307
C 3.77906 -1.40787 0.75882
C 3.57069 -0.18635 0.26187
C 4.55820 0.44879 -0.58923
C 4.37645 1.63984 -1.15398
C 3.11755 2.43119 -0.96837
C 3.36173 3.51521 0.09011
H 2.45751 4.08336 0.29055
H 3.71484 3.07820 1.02041
H 4.12619 4.20272 -0.26544
H 2.87818 2.93764 -1.91127
C 1.95234 1.47469 -0.64618
C 0.62017 2.23601 -0.50307
H 0.37256 2.35032 0.55332
H 0.74795 3.24099 -0.90684
C -0.54486 1.56302 -1.24671
H -0.82510 2.14392 -2.12669
C -1.78858 1.34707 -0.38881
C -2.63906 2.59281 -0.17318
H -2.05359 3.37000 0.31596
H -2.97785 2.95896 -1.14327
C -3.84093 2.25750 0.72301
O -3.55456 2.76085 2.01158
H -4.26704 2.51825 2.61303
C -4.09095 0.73610 0.76594
C -3.76366 0.05512 -0.54337
O -4.48170 -0.73555 -1.09286
O -2.57831 0.37116 -1.07159
H -5.12247 0.50618 1.03364
H -3.42757 0.29252 1.51632
H -4.74086 2.75548 0.32902
H -1.49850 0.93998 0.58735
H -0.24180 0.57698 -1.59917
H 1.87230 0.79586 -1.50185
C 2.32616 0.61400 0.57476
H 2.54917 1.28945 1.40957
H 5.15135 2.08956 -1.75794
H 5.47694 -0.09890 -0.74795
H 4.68336 -1.94151 0.49748
H 3.36725 -2.61568 2.46443
H 2.35857 -2.94262 1.06139
H 2.16748 -0.57298 2.97697
H 0.92850 -1.78409 2.62485
H 0.37551 0.27738 1.47079
C 0.19941 -2.68532 -2.05811
H -0.12938 -3.37642 -2.83083
H 1.10383 -3.07438 -1.59898
H 0.44588 -1.73666 -2.52837
H -1.75205 -1.98121 -1.50409
H -1.85656 -4.41273 -1.31868
H -2.28562 -3.60238 0.19007
H -0.01345 -4.08892 1.10005
H 0.40142 -4.94399 -0.39190
H -0.87167 -5.56172 0.65605
```

Atom charges from the Löwdin analysis, given in e for atoms 1 to 2:
1. C -0.086
2. C -0.203

---

5.
DFT (ωB97M-V with the def2-TZVPD basis set) results for a structure of composition C4H9NS.

Summary:
energy relative to the best compared isomer or geometry (same formula, charge and spin)	74.0	kcal/mol
largest force on an atom	0.18209	Eh/bohr
calculated total energy	-610.635713	a.u.
HOMO-LUMO gap	9.47	eV

XYZ file:
```
15
C4H9NS | OMol25 | ωB97M-V with the def2-TZVPD basis set
C 0.70521 1.35843 0.03916
C 0.44222 -0.15764 -0.09562
C -0.77904 -0.46988 -0.99277
C -0.51708 -0.62543 0.94908
H 1.41964 1.81069 0.70870
H 0.90485 1.79884 -0.96157
H -0.34628 1.79032 0.06669
H 2.71126 0.07526 0.43434
H -1.17999 0.13342 -1.85715
H -0.78419 -1.40919 -1.41866
H -2.42799 -1.17618 0.04680
H -0.15080 -1.66293 1.28239
H -0.43017 -0.09150 1.86390
N -1.55097 -0.48702 0.08986
S 1.98333 -0.88720 -0.15514
```

Atom charges from the Löwdin analysis, given in e for atoms 1 to 2:
1. C -0.128
2. C -0.853